Record 1
# C7H15Br2O3P

2 unconnected molecules or ions with the total composition C7H15Br2O3P at a distorted geometry (the ωB97M-V functional and the def2-TZVPD basis, OMol25).

Results
Kohn-Sham gap = 9.55 eV
ΔE to the lowest compared entry with this formula, charge and spin = 0.00 kJ/mol
LUMO level = 0.35 eV

Last column: natural (NBO) charge in e.
Atoms and positions in Å:
C1 -0.60 3.79 -0.68  -0.614
C2 -0.42 2.90 -1.93  -0.745
P1 -0.90 1.14 -1.68  1.104
C3 0.52 0.31 -2.48  -0.769
C4 1.95 0.74 -2.07  -0.626
O1 -0.49 0.99 -0.02  -0.796
C5 -0.02 -0.22 0.36  0.991
O2 -0.57 -1.28 0.20  -0.605
O3 1.17 -0.12 1.01  -0.670
H1 -0.82 3.23 0.22  0.222
H2 -1.43 4.48 -0.83  0.215
H3 0.28 4.40 -0.52  0.213
H4 0.61 2.95 -2.26  0.218
H5 -1.07 3.25 -2.72  0.236
H6 0.40 -0.76 -2.38  0.251
H7 0.37 0.54 -3.54  0.240
H8 1.98 1.77 -1.75  0.198
H9 2.36 0.09 -1.30  0.221
H10 2.62 0.66 -2.92  0.222
H11 1.44 0.80 0.97  0.497
Br1 -1.94 -4.13 5.00  -0.024
C6 -0.82 -3.27 3.66  -0.442
C7 -1.00 -3.86 2.29  -0.452
Br2 -0.13 -5.59 2.13  -0.029
H12 0.21 -3.35 4.01  0.229
H13 -1.12 -2.22 3.66  0.228
H14 -0.54 -3.22 1.54  0.257
H15 -2.05 -4.01 2.04  0.229

=====

Record 2
# C7H15BrN

2 unconnected molecules or ions with the total composition C7H15BrN at a distorted geometry (the ωB97M-V functional and the def2-TZVPD basis, OMol25).

Results
Total charge = +1
Kohn-Sham gap (spin up / spin down) = 8.45 / 8.23 eV
ΔE to the lowest compared entry with this formula, charge and spin = 353.96 kJ/mol
LUMO level (spin up / spin down) = -3.90 / -4.19 eV

Last column: natural (NBO) charge in e.
Atoms and positions in Å:
C1 -2.19 -0.68 -0.68  -0.123
C2 -0.92 -0.97 -0.63  -0.059
C3 -3.25 -1.71 -1.16  -0.626
C4 -2.71 0.60 -0.14  -0.629
C5 0.87 0.11 1.95  -0.693
C6 3.09 0.40 -1.05  -0.428
C7 1.13 0.50 0.52  0.062
N1 2.21 -0.26 -0.03  -0.630
Br1 0.24 -2.30 -1.44  0.142
H1 -2.87 -2.05 -2.15  0.237
H2 -4.16 -1.02 -1.22  0.238
H3 -3.19 -2.36 -0.31  0.242
H4 -3.45 0.42 0.67  0.240
H5 -3.06 1.29 -0.94  0.246
H6 -1.92 1.15 0.31  0.212
H7 1.20 -0.95 2.20  0.241
H8 -0.02 0.61 2.33  0.267
H9 1.68 0.67 2.49  0.235
H10 3.94 -0.25 -1.20  0.231
H11 2.65 0.55 -2.08  0.249
H12 3.53 1.26 -0.67  0.230
H13 0.78 1.41 0.08  0.239
H14 1.75 -1.13 -0.71  0.428
H15 2.82 -0.82 0.66  0.448

=====

Record 3
# C7H15BrSi

C7H15BrSi in the gas phase at a distorted geometry (the ωB97M-V functional and the def2-TZVPD basis, OMol25).

Results
Kohn-Sham gap (spin up / spin down) = 7.90 / 7.90 eV
ΔE to the lowest compared entry with this formula, charge and spin = 221.61 kJ/mol
LUMO level (spin up / spin down) = 0.38 / 0.38 eV

Last column: natural (NBO) charge in e.
Atoms and positions in Å:
C1 0.87 -2.04 0.58  -0.444
C2 0.42 -1.22 -0.59  -0.642
C3 2.06 -1.01 0.81  -0.021
C4 1.96 0.08 1.74  -0.724
C5 -2.15 0.13 0.64  -1.132
C6 -1.51 0.13 -2.33  -1.073
C7 -0.09 2.01 -0.18  -1.130
Si1 -0.76 0.24 -0.58  1.605
Br1 3.57 -1.02 -0.33  0.060
H1 0.18 -1.97 1.46  0.213
H2 1.07 -3.02 0.32  0.215
H3 0.90 -1.57 -1.53  0.227
H4 2.84 0.02 2.31  0.245
H5 1.00 -0.01 2.46  0.222
H6 1.64 1.13 1.24  0.251
H7 -2.97 0.62 0.16  0.243
H8 -2.48 -0.91 0.72  0.239
H9 -1.97 0.60 1.61  0.234
H10 -2.43 0.71 -2.55  0.233
H11 -0.74 0.59 -2.89  0.227
H12 -1.52 -0.79 -2.73  0.229
H13 1.06 2.22 -0.48  0.241
H14 -0.60 2.82 -0.72  0.248
H15 -0.35 2.27 0.85  0.233

=====

Record 4
# C7H15Cl2OP

2 unconnected molecules or ions with the total composition C7H15Cl2OP at a distorted geometry (the ωB97M-V functional and the def2-TZVPD basis, OMol25).

Results
Kohn-Sham gap (spin up / spin down) = 8.12 / 8.12 eV
ΔE to the lowest compared entry with this formula, charge and spin = 218.14 kJ/mol
LUMO level (spin up / spin down) = -0.90 / -0.90 eV

Last column: natural (NBO) charge in e.
Atoms and positions in Å:
C1 -0.48 1.82 -2.26  -0.614
C2 -0.30 0.30 1.79  -0.582
C3 1.63 -1.08 0.93  -0.591
C4 -0.66 -1.74 0.37  -0.622
C5 -0.71 0.54 -1.56  -0.579
C6 0.28 0.36 -0.48  0.137
C7 0.26 -0.60 0.61  -0.188
O1 3.20 -1.70 -1.78  -1.079
P1 2.11 -0.82 -2.03  1.449
Cl1 2.81 0.64 -3.38  -0.351
Cl2 0.70 -1.83 -3.19  -0.342
H1 0.50 1.75 -2.65  0.227
H2 -0.44 2.63 -1.52  0.203
H3 -1.12 2.13 -3.15  0.230
H4 -1.29 0.45 1.47  0.208
H5 -0.32 -0.33 2.69  0.227
H6 0.35 1.25 1.97  0.220
H7 2.33 -0.21 1.14  0.216
H8 2.02 -1.73 0.20  0.237
H9 1.47 -1.69 1.81  0.212
H10 -0.16 -2.51 -0.18  0.229
H11 -0.83 -2.21 1.36  0.217
H12 -1.54 -1.52 -0.16  0.216
H13 -1.72 0.48 -1.14  0.232
H14 -0.38 -0.34 -2.12  0.285
H15 0.94 1.22 -0.13  0.203

=====

Record 5
# C7H15ClN3S

2 unconnected molecules or ions with the total composition C7H15ClN3S at a distorted geometry (the ωB97M-V functional and the def2-TZVPD basis, OMol25).

Results
Total charge = +1
Kohn-Sham gap (spin up / spin down) = 7.42 / 6.78 eV
ΔE to the lowest compared entry with this formula, charge and spin = 626.50 kJ/mol
LUMO level (spin up / spin down) = -7.00 / -7.29 eV

Last column: natural (NBO) charge in e.
Atoms and positions in Å:
C1 -2.32 0.29 -0.42  0.072
C2 2.17 1.72 -0.62  -0.415
C3 1.90 0.50 -1.52  -0.381
C4 1.88 1.24 0.82  -0.393
C5 0.36 0.10 -1.47  -0.434
C6 0.36 0.95 1.02  -0.380
C7 0.05 -0.12 -0.07  -0.097
N1 -1.00 -3.15 0.30  -0.930
N2 -1.56 -1.49 2.44  -0.879
N3 -1.38 -0.37 0.17  -0.406
S1 -1.77 -2.06 1.03  1.703
Cl1 -4.52 -2.09 0.21  -0.275
H1 -3.35 -0.20 -0.48  0.277
H2 -1.99 1.18 -0.99  0.238
H3 3.18 2.09 -0.62  0.237
H4 1.58 2.62 -0.84  0.208
H5 2.15 0.59 -2.65  0.243
H6 2.42 -0.26 -0.97  0.204
H7 2.40 0.32 1.02  0.195
H8 2.14 1.99 1.51  0.231
H9 -0.25 1.02 -1.87  0.202
H10 0.21 -0.75 -2.11  0.241
H11 0.15 0.53 1.94  0.221
H12 -0.26 1.90 0.90  0.204
H13 0.77 -0.90 0.45  0.264
H14 -1.56 -3.60 -0.40  0.427
H15 -1.78 -2.04 3.21  0.420

=====

Record 6
# C7H15ClNOP

C7H15ClNOP in the gas phase (the ωB97M-V functional and the def2-TZVPD basis, OMol25).

Results
Kohn-Sham gap = 9.96 eV
ΔE to the lowest compared entry with this formula, charge and spin = 0.00 kJ/mol
LUMO level = 0.85 eV

Last column: natural (NBO) charge in e.
Atoms and positions in Å:
C1 -0.07 3.74 0.19  -0.650
C2 -0.62 2.45 -0.31  -0.091
C3 -0.87 1.38 0.44  -0.645
P1 -1.56 -0.09 -0.37  2.053
O1 -1.90 0.07 -1.78  -1.085
Cl1 -3.19 -0.45 0.74  -0.300
N1 -0.59 -1.41 -0.07  -0.813
C4 0.09 -2.01 -1.20  -0.210
C5 1.23 -1.15 -1.75  -0.621
C6 -0.19 -1.75 1.28  -0.207
C7 1.20 -1.25 1.68  -0.624
H1 -0.77 4.54 -0.02  0.229
H2 0.86 3.97 -0.33  0.227
H3 0.12 3.70 1.26  0.212
H4 -0.85 2.40 -1.37  0.222
H5 -0.70 1.36 1.50  0.226
H6 -0.65 -2.15 -1.99  0.223
H7 0.46 -2.99 -0.90  0.194
H8 2.01 -0.99 -1.01  0.200
H9 1.66 -1.62 -2.62  0.213
H10 0.83 -0.18 -2.04  0.217
H11 -0.22 -2.84 1.38  0.195
H12 -0.93 -1.33 1.95  0.207
H13 1.30 -0.19 1.47  0.209
H14 1.36 -1.42 2.74  0.214
H15 1.98 -1.79 1.13  0.206